Density functional theory data (the ωB97M-V functional and the def2-TZVPD basis) for a molecular structure, C25H41Cl3N3O3SiSn in a non-equilibrium geometry.

Properties
E = -88483.03109 eV
ΔE to the lowest compared entry with this formula, charge and spin = 0.0 kcal/mol
multiplicity = 1
total charge = -1
strongest force on any atom = 3.73 eV/Å
frontier orbital gap (spin up / spin down) = 3.0 / 3.1 eV

Each line ends with the Löwdin charge.
Atoms and positions in Å:
Sn (0.3903, -0.2803, 0.9799)  0.63
Cl (2.7299, 0.0500, 1.2970)  0.02
Cl (-0.0109, -2.5169, 0.4332)  0.15
Cl (0.7566, -4.6923, -1.5005)  0.21
Si (0.4800, -5.8465, 0.2629)  0.11
O (0.3855, 0.2319, -1.0446)  -0.37
O (-1.8260, -0.1946, 0.7543)  -0.18
O (-0.1056, 1.7607, 1.5802)  -0.16
N (-2.7253, 0.2426, -1.3054)  -0.17
N (0.2481, 3.9545, 2.0070)  -0.15
N (-0.0738, -0.8358, 3.1225)  -0.16
C (0.2812, -0.4665, 5.4707)  -0.14
C (0.5479, -0.1860, 4.1337)  -0.22
C (0.3652, 0.8808, -5.5412)  -0.11
C (0.9253, 5.2999, -1.4774)  -0.13
C (0.6033, 1.2947, -4.1311)  -0.12
C (-1.2272, -2.1777, 4.7475)  -0.14
C (-2.4221, -1.0672, -1.8870)  -0.03
C (-0.2167, 4.5030, -1.4909)  -0.09
C (1.1500, 2.5149, -1.5428)  -0.19
C (1.6188, -0.8916, -3.3765)  -0.04
C (-0.1051, 3.1083, -1.5162)  -0.04
C (2.1864, 4.6967, -1.4612)  -0.10
C (-3.2764, 1.2438, -2.2050)  -0.06
C (1.5876, -5.2315, 1.6316)  -0.23
C (-1.3339, -5.8616, 0.7230)  -0.22
C (-1.1570, 4.1891, 2.3542)  -0.01
C (0.6898, 2.7592, 1.6589)  -0.26
C (2.2932, 3.3092, -1.4793)  -0.03
C (1.3197, 1.0055, -1.7479)  -0.40
C (0.9976, -7.6132, -0.1627)  -0.23
C (-2.4171, 0.5763, -0.0536)  -0.32
C (-0.6175, -1.4852, 5.7963)  -0.19
C (-0.9495, -1.8183, 3.4359)  -0.22
C (1.1193, 5.1245, 1.9892)  -0.04
C (1.1645, 0.5224, -3.1852)  -0.23
H (0.3280, 2.3236, -3.8953)  0.10
H (-3.2293, -1.3029, -2.5889)  0.08
H (-1.8062, -4.8930, 0.5376)  0.00
H (-1.1908, 4.7499, 3.2950)  0.09
H (1.7615, 2.6443, 1.4463)  0.11
H (-2.3496, -1.8277, -1.1047)  0.07
H (1.9959, -7.6328, -0.6209)  0.02
H (3.2698, 2.8114, -1.4708)  0.12
H (-1.4764, -1.0256, -2.4460)  0.09
H (-3.7747, 2.0157, -1.6082)  0.08
H (-2.7161, 1.5943, 0.2634)  0.14
H (1.1008, -1.5621, -2.6701)  0.07
H (0.7917, 0.1172, 6.2307)  0.08
H (1.4565, -4.1565, 1.8027)  -0.02
H (-1.4504, -6.1039, 1.7873)  0.03
H (-0.9938, 2.4646, -1.5551)  0.10
H (3.0879, 5.3092, -1.4241)  0.10
H (1.1413, 5.5951, 2.9781)  0.09
H (2.3347, 0.7170, -1.4208)  0.10
H (-1.6366, 4.7951, 1.5736)  0.09
H (0.8389, 6.3929, -1.4589)  0.10
H (2.1336, 4.8257, 1.7009)  0.09
H (-1.6706, 3.2313, 2.4573)  0.09
H (-3.9878, 0.7631, -2.8837)  0.08
H (2.6364, -5.4235, 1.3677)  0.03
H (-1.4153, -2.3375, 2.6012)  0.05
H (1.0643, 1.3806, -6.2229)  0.07
H (0.4609, -0.1969, -5.6917)  0.05
H (-1.9176, -2.9985, 4.9215)  0.08
H (0.2810, -8.0790, -0.8539)  0.02
H (-0.6388, 1.1835, -5.8593)  0.06
H (1.4392, -1.2479, -4.3987)  0.06
H (-1.2062, 4.9598, -1.4823)  0.10
H (2.7036, -0.9765, -3.1793)  0.09
H (-1.8521, -6.6367, 0.1367)  0.02
H (1.2812, 0.5643, 3.8529)  0.06
H (0.7557, 5.8674, 1.2699)  0.08
H (-0.8291, -1.7359, 6.8357)  0.06
H (-2.4871, 1.7163, -2.8080)  0.08
H (1.3585, -5.7654, 2.5639)  0.03
H (1.0310, -8.2226, 0.7518)  0.03

Density functional theory data (the ωB97M-V functional and the def2-TZVPD basis) for a molecular structure, C25H41Cl3O2P2W in a non-equilibrium geometry.

Properties
E = -88629.69442 eV
ΔE to the lowest compared entry with this formula, charge and spin = 166.0 kcal/mol
multiplicity = 3
total charge = +2
strongest force on any atom = 3.63 eV/Å
frontier orbital gap (spin up / spin down) = 4.7 / 3.8 eV

Each line ends with the Löwdin charge.
Atoms and positions in Å:
W (0.7099, -1.2268, -0.0798)  1.57
Cl (-2.7873, 1.1282, 5.5439)  0.59
Cl (-2.0766, 3.4173, 3.9317)  0.59
Cl (-4.8545, 2.9598, 4.6786)  0.63
P (-1.8154, 1.3188, -1.7755)  1.16
P (-0.3994, -0.4724, 2.8628)  1.09
O (-3.8732, 0.1496, 3.0020)  -0.05
O (-3.3662, 2.0061, 1.7808)  -0.13
C (0.2121, -3.1648, 0.3343)  -0.32
C (1.1423, 1.9823, -1.5447)  -0.24
C (0.9094, -1.3444, -2.0905)  -0.33
C (-1.3536, -1.6179, 3.9319)  -0.21
C (3.4496, 0.6956, 0.9237)  -0.03
C (0.3298, 2.1039, -0.3771)  -0.28
C (-0.6457, -3.8508, -0.7179)  -0.15
C (-1.9118, 1.3877, -3.5679)  -0.25
C (-0.7494, 3.1209, -0.1442)  -0.05
C (1.8307, -2.5084, -2.4271)  -0.16
C (-3.3183, 2.2077, 4.2350)  -1.52
C (0.9331, 2.0557, 2.0301)  -0.05
C (0.9938, 2.7204, -2.8279)  -0.01
C (-0.9771, -0.7774, 1.1440)  -0.41
C (-1.1080, -2.9244, -1.8683)  -0.17
C (2.3820, -3.2614, -1.1854)  -0.17
C (0.9831, 1.4291, 0.6912)  -0.26
C (1.2543, -1.2980, 2.6857)  -0.24
C (-0.4938, -1.5495, -1.7058)  -0.35
C (-3.4905, 1.5464, -1.1983)  -0.23
C (-3.5500, 1.3354, 2.8254)  -0.79
C (1.6673, -2.9857, 0.1180)  -0.33
C (2.1618, 0.7282, 0.1583)  -0.32
C (2.2214, 1.1406, -1.2471)  -0.20
C (3.3686, 0.8738, -2.1455)  0.00
H (4.0477, 1.7378, -2.2712)  0.13
H (1.2053, -2.3324, 3.0633)  0.08
H (-0.9247, -2.6294, 3.9315)  0.07
H (-1.4942, 2.7911, 0.6049)  0.08
H (-0.0591, 1.9455, 2.5032)  0.03
H (0.0009, 3.1766, -2.9194)  0.06
H (-1.0939, 0.7845, -4.0117)  0.06
H (4.2455, 0.2078, 0.3468)  0.09
H (1.3793, -3.2118, -3.1648)  0.13
H (-1.3368, -1.2153, 4.9631)  0.04
H (-0.3275, 4.0680, 0.2227)  0.13
H (-0.1108, -4.7313, -1.1220)  0.13
H (-0.0323, -3.4297, 1.3649)  0.11
H (1.1032, -0.4301, -2.6750)  0.10
H (-2.8916, 0.9988, -3.8999)  0.08
H (3.0066, 0.6099, -3.1496)  0.10
H (-1.2861, 3.3351, -1.0995)  0.07
H (3.4477, -2.9669, -1.0703)  0.12
H (-1.5593, -4.2366, -0.2381)  0.12
H (1.7372, 3.5382, -2.8819)  0.12
H (1.0964, 3.1509, 1.9432)  0.14
H (-0.9140, -3.4083, -2.8529)  0.13
H (-2.4006, -1.6183, 3.5925)  0.05
H (-3.5760, 1.3928, -0.1024)  0.03
H (2.3951, -4.3427, -1.3963)  0.13
H (1.1903, 2.0468, -3.6746)  0.10
H (-1.7687, 2.4522, -3.8389)  0.08
H (3.9707, 0.0428, -1.7644)  0.09
H (2.6960, -2.0793, -2.9767)  0.12
H (2.3042, -3.0979, 1.0015)  0.12
H (-3.6945, 2.6082, -1.4010)  0.10
H (-4.1587, 0.8772, -1.7517)  0.08
H (1.9275, -0.7062, 3.3284)  0.07
H (-2.2141, -2.8046, -1.8420)  0.12
H (-1.7993, -1.5489, 1.1961)  0.09
H (-1.1917, -0.7372, -2.0140)  0.03
H (3.8073, 1.7161, 1.1456)  0.12
H (1.7681, -1.2976, 1.6666)  -0.01
H (3.3699, 0.1764, 1.8804)  0.07
H (1.7069, 1.6920, 2.7085)  0.09
H (-1.3505, 0.1501, 0.6805)  0.00

Density functional theory data (the ωB97M-V functional and the def2-TZVPD basis) for a molecular structure, C25H41CoN2P in a non-equilibrium geometry.

Properties
E = -76481.69232 eV
multiplicity = 4
strongest force on any atom = 1.72 eV/Å
frontier orbital gap (spin up / spin down) = 7.3 / 6.9 eV

Each line ends with the Löwdin charge.
Atoms and positions in Å:
Co (-0.6333, 0.6416, -0.1581)  0.45
P (0.7943, 2.1079, -1.2010)  0.87
N (-0.8800, -0.3871, 1.5735)  -0.08
N (1.6760, -2.5900, -2.6286)  -0.28
C (-2.2592, -1.7592, 3.0849)  -0.05
C (-2.2702, -2.1520, 0.6424)  -0.05
C (-0.4040, 1.8092, 2.4045)  -0.03
C (-1.3834, -1.7383, 1.8186)  -0.62
C (-2.1262, -0.6831, -4.1483)  -0.06
C (0.1307, 2.6644, 3.3684)  -0.29
C (-1.2294, 1.4875, -2.7887)  -0.37
C (-1.2685, -0.9082, -3.0337)  -0.24
C (-0.3362, 0.3872, 2.5598)  -0.30
C (-2.0115, 1.6927, -3.9223)  -0.07
C (1.9388, -1.7432, -3.7510)  -0.08
C (0.8087, 0.7267, 4.6996)  -0.28
C (1.9198, 1.9511, -2.6677)  -0.22
C (1.5020, 3.5976, -0.4637)  -0.26
C (-0.9822, -2.3825, -2.7942)  -0.14
C (-0.2192, -2.7383, 1.9741)  -0.05
C (1.4126, 0.1798, 5.9667)  -0.06
C (0.3652, -3.0899, -2.3750)  -0.19
C (-2.4768, 0.5817, -4.6174)  -0.08
C (0.0403, 4.1580, 3.2075)  -0.07
C (0.3021, -0.1217, 3.7205)  -0.01
C (-0.9300, 0.2171, -2.2578)  -0.13
C (0.7310, 2.1127, 4.5113)  -0.04
C (-0.6543, 2.7284, -2.1577)  -0.32
C (2.6292, -2.5895, -1.5457)  -0.09
H (2.8593, 1.4815, -2.3421)  0.04
H (1.0004, 3.8416, 0.4762)  0.01
H (0.2954, -3.3352, -1.3053)  0.09
H (2.3971, 0.6182, 6.1783)  0.08
H (-1.3471, 3.2483, -1.4711)  0.10
H (2.6202, -0.9360, -3.4400)  0.07
H (-1.3021, -2.9173, -3.7073)  0.10
H (0.7858, 0.4056, 6.8405)  0.08
H (1.0170, -1.2987, -4.1541)  0.08
H (-3.0557, -1.0008, 3.0140)  0.09
H (-0.2728, 3.4261, -2.9156)  0.09
H (-0.6257, 4.5996, 3.9648)  0.08
H (-0.9144, 2.2059, 1.5036)  0.08
H (-0.3632, 4.4026, 2.2164)  0.06
H (-2.1793, 2.7260, -4.2552)  0.11
H (0.0235, -0.8108, -0.4908)  0.07
H (2.1299, -2.7220, -0.5755)  0.07
H (-1.6363, -2.4352, -0.2015)  0.03
H (0.4575, -1.1933, 3.8620)  0.10
H (1.5257, -0.9078, 5.9086)  0.07
H (-1.6825, -1.5883, 4.0041)  0.07
H (-2.9199, -1.3216, 0.3376)  0.09
H (-0.2469, -3.4990, 1.1832)  0.07
H (2.5503, 3.3688, -0.2438)  0.05
H (-2.7300, -2.7482, 3.1901)  0.08
H (2.1121, 2.9506, -3.0891)  0.05
H (3.3562, -3.4045, -1.6655)  0.08
H (1.0246, 4.6363, 3.3230)  0.08
H (0.6417, -0.3500, -0.4021)  0.06
H (-2.5114, -1.5458, -4.6920)  0.10
H (-2.8979, -3.0140, 0.9063)  0.09
H (-0.2692, -3.2773, 2.9295)  0.08
H (0.3438, -4.0726, -2.8839)  0.11
H (-3.0957, 0.7360, -5.5038)  0.10
H (0.7644, -2.2563, 1.9261)  0.08
H (2.4387, -2.3339, -4.5353)  0.08
H (-1.7277, -2.7196, -2.0513)  0.09
H (3.1994, -1.6524, -1.5300)  0.07
H (1.1431, 2.7749, 5.2764)  0.11
H (1.4633, 1.3195, -3.4445)  0.04
H (1.4421, 4.4387, -1.1618)  0.05

Which formula does entry 3 have?
C25H41CoN2P